[1]
12
Properties=species:S:1:pos:R:3:mulliken_charge:R:1 method="wB97M-V/def2-TZVPD" e_tot_ev=-8800.5625 e_above_lowest_kcal_mol=65.9 orbital_gap_ev=10.954
N -2.2503 -0.8936 -1.2898 -0.52
C -1.2805 -0.2652 -1.3681 0.29
C -0.0420 0.4913 -1.0962 0.16
O -0.3367 1.4912 -0.0994 -0.41
C 0.4210 0.7479 0.8561 -0.04
C -0.0384 -0.6673 1.0113 -0.69
C 0.8766 -0.2837 -0.1275 -0.38
H 0.3682 0.9463 -1.9990 0.35
H 0.9543 1.3079 1.6156 0.39
H 0.3861 -1.2307 1.8362 0.25
H -1.0449 -0.9751 0.7415 0.23
H 1.8615 -0.7043 -0.3143 0.37

***

[2]
5
Properties=species:S:1:pos:R:3:mulliken_charge:R:1 method="wB97M-V/def2-TZVPD" e_tot_ev=-33767.3420 spin_multiplicity=2 s2=0.752 orbital_gap_ev="5.524 / 9.670"
F 0.4842 -0.6368 0.9771 -0.71
P -0.8030 0.9709 0.3626 0.46
F -0.6839 0.0532 -1.2027 -0.45
F 0.6283 1.7552 0.7457 -0.27
K 0.3745 -2.1426 -0.8827 0.96

***

[3]
26
Properties=species:S:1:pos:R:3:mulliken_charge:R:1 method="wB97M-V/def2-TZVPD" e_tot_ev=-48954.7327 smiles="CCO[P@@](=O)(OC)O[C@@H](Cl)[C@H](C)Cl" orbital_gap_ev=10.984
C 1.2106 -2.0155 -0.3314 -0.80
C 0.6767 -1.4608 1.1176 -0.01
O 1.3150 -0.2203 1.5842 -0.36
P 0.9681 1.1272 0.5059 0.78
O 0.9260 2.5242 1.2440 -0.63
O 2.3164 1.2363 -0.6459 -0.32
C 3.6041 1.0925 0.0552 -0.57
O -0.4381 0.7497 -0.4482 -0.14
C -1.6416 1.4562 0.0155 -0.10
Cl -2.0569 2.7938 -1.2450 -0.16
C -2.9260 0.3849 -0.0026 -0.08
C -2.8476 -0.7042 -1.2251 -0.68
Cl -4.5077 1.3498 -0.0285 -0.16
H 0.4381 -2.8556 -0.6697 0.31
H 1.1931 -1.2105 -1.1953 0.21
H 2.3200 -2.4266 -0.2788 0.30
H -0.4944 -1.3346 1.1759 0.02
H 0.9576 -2.2997 1.9168 0.31
H 4.4089 1.9115 -0.2415 0.25
H 3.5195 1.1320 1.2339 0.27
H 4.0480 0.0394 -0.2894 0.21
H -1.5924 1.8561 1.1153 0.39
H -2.8738 -0.1724 1.0276 0.30
H -2.7910 -0.1621 -2.2650 0.25
H -3.8198 -1.3882 -1.1219 0.34
H -1.9128 -1.4031 -1.0037 0.06

***

[4]
101
Properties=species:S:1:pos:R:3:mulliken_charge:R:1 method="wB97M-V/def2-TZVPD" e_tot_ev=-102989.6282 smiles="CCSCc1ccc(CP(=O)(O)O)c2c1Sc1cccc(CCCCCCCC[Si](C)(C)c3ccccc3)c1N2CC(=O)I.O=C1C=CC(=O)C=C1" orbital_gap_ev=6.886
C -2.1019 1.5446 -2.9624 -0.72
C -3.5723 2.0206 -2.8222 -0.44
S -4.2197 2.0844 -1.1220 -0.19
C -3.1651 3.1788 -0.0851 -1.47
C -2.2340 2.3275 0.7743 0.85
C -2.7735 1.5981 1.8111 -1.31
C -1.9404 0.8094 2.5765 -0.69
C -0.5887 0.7278 2.3506 0.26
C 0.3251 -0.1279 3.2256 1.75
P -0.5281 -1.3202 4.3051 0.88
O -1.4231 -0.7043 5.2868 -0.79
O 0.6528 -2.0836 5.1280 -0.56
O -1.2039 -2.5042 3.4612 -0.53
C -0.0153 1.4466 1.2917 -1.93
C -0.8652 2.2410 0.5485 1.20
S -0.1611 3.2104 -0.7660 -0.33
C 1.4945 3.4762 -0.1490 1.57
C 2.1242 4.6355 -0.5379 -0.60
C 3.4037 4.8746 -0.1005 -1.02
C 4.0059 3.9182 0.6851 -0.77
C 3.3902 2.7424 1.0690 -0.10
C 4.2422 1.8036 1.9179 -0.16
C 3.8574 1.6854 3.4254 -1.38
C 3.3756 0.2347 3.7098 1.24
C 4.5274 -0.8102 3.7244 -1.70
C 4.2929 -1.8642 2.6155 -0.18
C 3.3141 -2.9903 3.0241 -1.25
C 2.1029 -3.1342 2.0844 0.22
C 2.3331 -4.0816 0.8838 -0.89
Si 0.8374 -4.0442 -0.2994 0.43
C -0.5903 -2.9487 0.2999 -0.55
C 0.0929 -5.7824 -0.5710 -1.35
C 1.3156 -3.4125 -2.0257 0.50
C 0.4185 -2.7644 -2.8682 -0.04
C 0.7638 -2.3271 -4.1295 -0.72
C 2.0541 -2.5157 -4.5823 -0.35
C 2.9757 -3.1657 -3.7907 -0.73
C 2.5975 -3.5990 -2.5370 -0.27
C 2.0673 2.5060 0.6577 -1.67
N 1.4047 1.2937 1.0716 1.86
C 1.7038 0.1360 0.1827 2.17
C 2.3150 0.5117 -1.2044 -0.11
O 1.7244 1.0323 -2.1006 -0.47
I 4.4163 -0.0351 -1.5136 -0.13
H -1.4677 2.4117 -3.1594 0.17
H -1.7298 1.0083 -2.0836 0.03
H -2.0013 0.8700 -3.8227 0.44
H -3.6493 3.0143 -3.2774 0.36
H -4.2046 1.3192 -3.3749 0.32
H -3.8463 3.6879 0.6036 0.51
H -2.6233 3.9211 -0.6759 0.54
H -3.8426 1.6733 1.9945 0.46
H -2.4209 0.2448 3.3747 0.39
H 0.8812 0.5600 3.8742 0.81
H 0.9821 -0.6997 2.5633 -1.42
H 1.2388 -1.3675 5.4157 0.35
H -1.7191 -2.1213 2.7343 0.40
H 1.5754 5.3161 -1.1849 0.46
H 3.8940 5.7928 -0.4122 0.37
H 5.0206 4.1181 1.0272 0.41
H 5.2646 2.2033 1.8867 0.68
H 4.3207 0.8103 1.4577 -0.28
H 4.7338 1.8465 4.0693 0.45
H 3.1124 2.4384 3.7086 0.47
H 2.7331 -0.0219 2.8625 -0.65
H 2.7968 0.2557 4.6430 0.53
H 4.4573 -1.3568 4.6768 0.41
H 5.5346 -0.3808 3.6866 0.49
H 4.0434 -1.3964 1.6545 -0.06
H 5.2756 -2.3415 2.4645 0.58
H 2.9189 -2.7785 4.0307 0.44
H 3.7991 -3.9708 3.1114 0.40
H 1.7636 -2.1815 1.6646 -0.61
H 1.2702 -3.5635 2.6640 0.48
H 2.4831 -5.1280 1.1763 0.50
H 3.1921 -3.7389 0.2850 0.37
H -1.1460 -2.5348 -0.5534 0.36
H -1.3272 -3.5383 0.8646 0.61
H -0.2979 -2.1029 0.9351 -0.49
H -0.0307 -5.9621 -1.6460 0.34
H 0.6886 -6.5711 -0.1000 0.35
H -0.9245 -5.7781 -0.1543 0.34
H -0.6171 -2.5929 -2.5739 0.28
H 0.0639 -1.8155 -4.7855 0.38
H 2.3816 -2.1645 -5.5593 0.36
H 4.0009 -3.3479 -4.1035 0.40
H 3.3204 -4.1304 -1.9162 0.26
H 2.4856 -0.4506 0.6831 -1.61
H 0.8131 -0.4717 -0.0158 0.04
O -8.6253 0.3926 -5.5432 -0.55
C -8.3359 1.4028 -4.9379 0.29
C -7.3498 1.3832 -3.8307 -0.23
C -7.0334 2.4917 -3.1648 -0.03
C -7.6549 3.7958 -3.5051 0.16
O -7.3666 4.8072 -2.9017 -0.55
C -8.6421 3.8162 -4.6132 -0.38
C -8.9568 2.7072 -5.2773 -0.39
H -6.9073 0.4221 -3.5981 0.47
H -6.3128 2.4956 -2.3499 0.44
H -9.0850 4.7764 -4.8462 0.42
H -9.6735 2.7015 -6.0887 0.41

***

[5]
96
Properties=species:S:1:pos:R:3:mulliken_charge:R:1 method="wB97M-V/def2-TZVPD" e_tot_ev=-167904.6830 total_charge=+1 spin_multiplicity=4 s2=3.986 orbital_gap_ev="7.213 / 7.600"
Mn 0.8293 0.1976 0.7826 -0.01
C 2.5794 1.0732 -5.7535 -1.59
C 2.0345 1.2189 -4.3629 0.54
C 2.1804 2.3891 -3.6306 -1.27
C 1.6315 2.4891 -2.3677 -0.03
C 0.9442 1.4207 -1.8056 -0.23
N 0.3304 1.6491 -0.4959 2.42
C -0.9489 2.3920 -0.4974 0.54
C -1.2724 3.1675 -1.6039 -0.66
C -2.3830 3.9893 -1.5990 -1.62
C -3.2083 4.0709 -0.4884 0.42
C -4.3781 5.0099 -0.4455 -1.55
C -2.9117 3.2521 0.5913 -0.76
C -1.8042 2.4117 0.6094 -0.05
C -1.6377 1.4835 1.8142 0.74
O -0.7363 0.4800 1.6346 -1.16
C -3.0019 0.7634 2.1091 0.74
F -3.6339 0.4550 0.9728 -0.21
F -2.7882 -0.3715 2.7812 -0.25
F -3.8296 1.5271 2.8435 -0.26
C -1.2249 2.2903 3.1080 0.63
F -1.7210 3.5290 3.1495 -0.27
F 0.1232 2.4053 3.1524 -0.18
F -1.5887 1.6607 4.2287 -0.28
C 0.8417 0.2063 -2.4900 -1.15
C 1.3722 0.1460 -3.7727 -0.55
C 0.1656 -1.0282 -1.8639 1.67
O 0.3005 -1.1365 -0.5162 -0.52
C 0.7696 -2.3503 -2.4381 0.29
F 0.4418 -3.3926 -1.6687 -0.24
F 2.1205 -2.2749 -2.4418 -0.18
F 0.3763 -2.6377 -3.6906 -0.26
C -1.3528 -0.9877 -2.2368 0.28
F -1.9737 -0.0870 -1.4581 -0.01
F -1.9511 -2.1670 -2.0545 -0.28
F -1.5531 -0.6190 -3.5155 -0.29
H 3.0486 1.9916 -6.1007 0.40
H 1.7784 0.8103 -6.4455 0.37
H 3.3188 0.2719 -5.7901 0.34
H 2.7072 3.2362 -4.0519 0.41
H 1.7051 3.4135 -1.8078 0.49
H -0.6655 3.1356 -2.4924 0.51
H -2.5999 4.5758 -2.4826 0.39
H -4.6187 5.3807 -1.4398 0.39
H -4.1423 5.8674 0.1875 0.32
H -5.2568 4.5207 -0.0260 0.38
H -3.5781 3.2731 1.4418 0.60
H 1.2747 -0.7598 -4.3532 0.70
Cl 3.6167 -1.1444 6.5679 -0.21
C 4.5638 -1.1916 5.1220 0.33
C 4.6268 -0.0724 4.3086 -1.00
C 5.3851 -0.1241 3.1531 -0.07
C 6.0690 -1.2782 2.7818 -0.57
C 6.8541 -1.2883 1.4883 -0.06
C 6.0087 -1.8392 0.2907 -1.40
N 4.8756 -0.9869 -0.0290 0.35
C 4.9721 0.2486 -0.6202 -0.65
C 3.7574 0.8363 -0.4780 -1.12
N 2.9032 -0.0378 0.1665 1.01
C 3.6239 -1.1122 0.4341 -0.76
O 7.2713 0.0242 1.2156 -0.14
C 8.6272 0.1733 0.8054 -1.39
C 8.8721 -0.3192 -0.5908 0.43
C 8.6983 0.4386 -1.7125 0.54
Cl 8.1979 2.0779 -1.7688 -0.19
S 9.0362 -0.4268 -3.1637 -0.17
C 9.4198 -1.8352 -2.2647 -0.38
C 9.2948 -1.6387 -0.9277 -0.57
C 5.9806 -2.3897 3.6135 0.86
Cl 6.7913 -3.8646 3.2007 -0.20
C 5.2464 -2.3507 4.7899 -0.82
H 4.0952 0.8306 4.5771 0.47
H 5.4929 0.7561 2.5318 0.47
H 7.7166 -1.9514 1.5899 0.71
H 5.6450 -2.8376 0.5291 0.49
H 6.6559 -1.8904 -0.5836 0.49
H 5.8753 0.6095 -1.0769 0.15
H 3.4642 1.8142 -0.8054 0.67
H 3.2567 -2.0001 0.9182 0.74
H 9.2957 -0.3417 1.5021 0.37
H 8.8160 1.2435 0.8657 0.53
H 9.7283 -2.7286 -2.7836 0.45
H 9.5086 -2.4002 -0.1895 0.40
H 5.2161 -3.2128 5.4420 0.50
N 1.6643 3.1818 0.7739 -0.56
C 1.1760 2.0746 0.5571 0.43
H 2.1904 3.3223 1.6315 0.48
C 1.7886 -4.4983 3.1124 -1.13
C 0.5590 -3.6427 2.7742 -0.52
C 0.9106 -2.2917 2.4094 0.65
N 1.2011 -1.2232 2.1144 -0.02
H 1.4644 -5.5103 3.3430 0.39
H 2.3088 -4.0930 3.9751 0.29
H 2.4848 -4.5426 2.2752 0.34
H -0.1352 -3.6122 3.6155 0.35
H 0.0215 -4.0605 1.9185 0.31

***

[6]
18
Properties=species:S:1:pos:R:3:mulliken_charge:R:1 method="wB97M-V/def2-TZVPD" e_tot_ev=-48802.0313 smiles="C=C(C)N=C=S.ClC#CCl.O=C=O" e_above_lowest_kcal_mol=0.0 orbital_gap_ev=9.242
C -1.3301 0.4306 0.1602 -0.85
C -0.0300 0.6150 0.2866 0.58
C 1.1115 -0.2718 0.8483 -0.72
N 0.5028 1.8441 -0.1401 -0.14
C 1.3292 2.6892 0.0284 0.32
S 2.2846 3.8782 0.2601 -0.38
H -1.8861 1.3159 -0.1827 0.27
H -1.8401 -0.4944 0.2831 0.31
H 0.8115 -1.2851 1.0397 0.35
H 1.9381 -0.0954 0.0059 0.01
H 1.6520 0.2242 1.7147 0.26
Cl 0.5558 -0.8162 -3.5174 -0.13
C 0.4712 0.8260 -3.3087 0.13
C 0.7837 2.0073 -3.3649 0.15
Cl 0.8331 3.6201 -3.4005 -0.15
O 3.9590 -0.3307 -1.0908 -0.42
C 4.2887 0.7045 -1.4679 0.77
O 4.6711 1.7203 -1.8461 -0.36